Version A
Entry from the OMol25 dataset: a structure of composition C9H12N3O (ωB97M-V/def2-TZVPD).

## Properties
Molecular weight, g/mol: 178.2
HOMO, Eh: -0.466
Total charge: +1
E_LUMO, eV: -3.0

CARTESIAN COORDINATES (ANGSTROEM)
C: 3.42400 0.33875 -0.24092
C: 2.61947 1.31415 -0.62880
C: 2.95909 -0.82545 0.24229
C: 1.26906 1.16985 -0.49559
C: 1.60403 -1.03090 0.46685
C: 0.78119 0.04554 0.14346
C: -1.38815 1.01932 1.33338
C: -2.16045 1.84201 0.62520
C: -0.86373 -0.01426 0.33809
N: -1.54481 0.43567 -0.92832
N: -1.39894 -1.39257 0.59411
N: -2.12241 -1.93426 -0.55398
O: -2.40719 1.55262 -0.67499
H: 4.53066 0.57013 -0.16937
H: 3.05481 2.02377 -1.24491
H: 3.73968 -1.58473 0.49421
H: 0.54127 1.84676 -0.91526
H: 1.24256 -1.82724 1.02347
H: -1.46258 0.84949 2.42812
H: -2.75829 2.67395 0.94393
H: -1.10674 0.43107 -1.84145
H: -1.67844 -1.69310 1.52878
H: -3.02852 -2.34084 -0.37800
H: -1.73029 -2.65938 -1.07306
H: -2.11528 -0.81032 -1.01725



Version B
Entry from the OMol25 dataset: the ion C9H12N3O with charge +1 (ωB97M-V/def2-TZVPD).

## Properties
Molecular weight, g/mol: 178.2
HOMO, Eh: -0.467
Total charge: +1
E_LUMO, eV: -3.3

CARTESIAN COORDINATES (ANGSTROEM)
C: 0.86520 0.56161 3.15961
C: 0.13078 1.14184 2.08093
C: 1.28030 -0.70898 -1.66762
C: 1.94363 -0.59638 -2.93516
C: 1.09042 -0.68894 2.74044
C: 0.63895 0.46824 -1.47012
C: 0.14136 0.29985 1.06156
C: -2.32860 -0.74277 0.62952
C: -0.40444 0.68311 -0.34050
N: 1.62540 0.55942 -3.45712
N: 0.79478 1.22036 -2.60785
N: -1.55810 -0.30920 -0.59955
O: 0.68803 -0.88185 1.48833
H: 1.08455 0.99365 4.08179
H: -0.38016 2.08959 2.04020
H: 1.51477 -1.55152 -0.98681
H: 2.59875 -1.28937 -3.58045
H: 1.61401 -1.52436 3.38712
H: -3.29454 -1.23761 0.19725
H: -1.62260 -1.31360 1.21615
H: -2.65358 0.02158 1.23080
H: -0.80173 1.75627 -0.35955
H: 0.39281 2.06122 -2.88384
H: -1.17440 -1.17199 -1.18102
H: -2.18559 0.15983 -1.24412



Version C
Entry from the OMol25 dataset: a cluster of 2 separate species, C9H12N3O in total (ωB97M-V/def2-TZVPD).

## Properties
Molecular weight, g/mol: 178.2
HOMO, Eh: -0.456
Total charge: +1
E_LUMO, eV: -3.9

CARTESIAN COORDINATES (ANGSTROEM)
C: -2.25782 0.40354 3.26567
C: -0.84685 0.55980 3.29846
C: -2.82264 0.65182 1.99380
C: 0.00548 0.92130 2.24721
C: -2.09291 0.76432 0.85154
C: -0.66363 0.78280 0.96958
C: 2.08667 -0.19207 -1.61466
C: 3.16016 -0.84447 -1.00224
C: 0.95550 -0.14968 -0.51834
N: 1.67249 -0.71069 0.54312
N: -0.02531 0.72512 -0.29497
N: 0.23483 -0.89441 -4.61390
O: 2.93097 -1.08612 0.27601
H: -2.94106 0.36082 4.18302
H: -0.40383 0.65556 4.48647
H: -3.94347 0.63373 2.02411
H: 1.04704 1.01562 2.26901
H: -2.68900 0.74136 -0.14517
H: 1.97606 0.11312 -2.60924
H: 4.15646 -1.00717 -1.39979
H: 1.31432 -1.10243 1.41908
H: -0.63439 1.06923 -1.09578
H: 0.40163 -0.90194 -5.58498
H: -0.80108 -0.59486 -4.61863
H: 0.18036 -1.91430 -4.32939



Verdict on stability: version B comes out on top.



Version A
Entry from the OMol25 dataset: the ion C3H9N2O with charge +1 (ωB97M-V/def2-TZVPD).

## Properties
Molecular weight, g/mol: 89.1
HOMO, Eh: -0.490
Total charge: +1
E_LUMO, eV: -4.6

CARTESIAN COORDINATES (ANGSTROEM)
C: 0.95644 -0.63267 -0.37682
C: 1.57751 0.74676 -0.00277
C: -1.15689 0.43607 0.52789
N: -2.02499 0.78800 -0.43465
N: -0.30723 -0.82288 0.51366
O: 0.61884 1.64833 0.16237
H: 0.56910 -0.56919 -1.38867
H: 1.82371 -1.44324 -0.29074
H: 2.34731 0.41006 0.82485
H: 2.29645 0.89638 -0.86342
H: -1.45501 0.75029 1.49289
H: -1.86039 0.75221 -1.44152
H: -2.78648 1.41397 -0.28654
H: -0.67748 -1.63050 0.19212
H: -0.12908 -1.07300 1.52696



Version B
Entry from the OMol25 dataset: the ion C3H9N2O with charge +1 (ωB97M-V/def2-TZVPD).

## Properties
Molecular weight, g/mol: 89.1
HOMO, Eh: -0.574
Total charge: +1
E_LUMO, eV: -3.2

CARTESIAN COORDINATES (ANGSTROEM)
C: 0.83452 0.97311 -0.74189
C: -0.31806 0.25664 -0.21538
C: -1.76857 0.84082 0.13300
N: 2.10289 0.56775 -0.05164
N: 0.16518 -0.72960 0.80466
O: 0.16012 -0.02388 -1.45469
H: 0.71986 1.99752 -1.04423
H: -1.54882 1.90241 0.43925
H: -2.29363 0.30447 0.94566
H: -2.40130 0.90940 -0.76460
H: 2.78533 0.16174 -0.72924
H: 2.50146 1.40849 0.36358
H: -0.65009 -0.76403 1.46159
H: 1.18558 -0.30986 0.94193
H: 0.43660 -1.65108 0.40339



Version C
Entry from the OMol25 dataset: the ion C3H9N2O with charge +1 (ωB97M-V/def2-TZVPD).

## Properties
Molecular weight, g/mol: 89.1
HOMO, Eh: -0.519
Total charge: +1
E_LUMO, eV: -3.5

CARTESIAN COORDINATES (ANGSTROEM)
C: -0.35143 -0.41154 -0.44389
C: 1.15629 0.19757 0.16497
C: 1.16924 1.50381 -0.45174
N: -0.50674 -1.62548 0.71084
N: -1.39939 0.36573 -0.35438
O: 1.92861 -0.36533 0.89258
H: -0.00385 -0.95969 -1.31676
H: 0.49693 2.11416 0.25114
H: 0.64359 1.58364 -1.38692
H: 2.16325 1.89631 -0.43766
H: -0.99131 -2.42461 0.32124
H: 0.35032 -1.92895 1.13544
H: -2.18446 0.27026 -1.02105
H: -0.99548 -1.32683 1.57075
H: -1.47557 1.11094 0.36545



Version D
Entry from the OMol25 dataset: a structure of composition C3H9N2O (ωB97M-V/def2-TZVPD).

## Properties
Molecular weight, g/mol: 89.1
HOMO, Eh: -0.504
Total charge: +1
E_LUMO, eV: -5.2

CARTESIAN COORDINATES (ANGSTROEM)
C: -2.51690 0.11417 -0.38366
C: -0.66217 -0.13576 -0.01591
C: -0.23975 1.21131 -0.23374
N: 2.63227 -1.84093 -0.35280
N: -0.01218 2.08628 0.70303
O: -3.21470 0.76662 0.35423
H: -2.92641 -0.50760 -1.03803
H: -0.41220 -1.24179 -0.38247
H: -0.89260 -0.18779 1.04495
H: -0.08829 1.38952 -1.24793
H: 3.64800 -1.71315 -0.33126
H: 2.62654 -2.85493 -0.65300
H: -0.21127 1.73610 1.62258
H: -0.14163 3.00227 0.27379
H: 2.41130 -1.82434 0.64022



Verdict on stability: version C comes out on top.



Version A
Entry from the OMol25 dataset: a structure of composition C3H9N2O (ωB97M-V/def2-TZVPD).

## Properties
Molecular weight, g/mol: 89.1
HOMO, Eh: -0.523
Total charge: +1
E_LUMO, eV: -5.3

CARTESIAN COORDINATES (ANGSTROEM)
C: -2.27457 0.61293 0.02670
C: 2.54797 -0.15660 0.22787
C: -0.32714 -0.69716 -0.51330
N: -1.37615 -0.40789 0.22930
N: 1.25575 0.37047 -0.03976
O: 0.95864 1.50964 0.08747
H: -2.81102 0.62219 0.93062
H: -1.86736 1.69173 -0.12066
H: -2.97630 0.38489 -0.70013
H: 2.89640 -0.52962 -0.72367
H: 2.33216 -1.07013 0.77958
H: 3.32803 0.50968 0.68266
H: 0.12069 -1.65774 -0.35233
H: -0.13984 -0.23704 -1.44416
H: -1.66726 -0.94536 0.92981



Version B
Entry from the OMol25 dataset: the ion C3H9N2O with charge +1 (ωB97M-V/def2-TZVPD).

## Properties
Molecular weight, g/mol: 89.1
HOMO, Eh: -0.559
Total charge: +1
E_LUMO, eV: -4.2

CARTESIAN COORDINATES (ANGSTROEM)
C: 0.05551 -0.70748 0.01075
C: 2.32461 -0.16027 -0.07525
C: -1.44366 -0.54456 0.19833
N: 0.89978 0.24798 -0.06691
N: -1.96864 0.76926 -0.24675
O: 0.63126 1.52629 -0.07200
H: 0.46687 -1.71465 0.22179
H: 2.95146 0.73379 -0.38991
H: 2.69953 -0.37249 0.85893
H: 2.44077 -0.99825 -0.69735
H: -1.40606 -0.58271 1.40765
H: -2.05166 -1.46042 -0.15146
H: -0.42622 1.67538 -0.12499
H: -2.73746 0.96497 0.35569
H: -2.43609 0.62316 -1.22852



Verdict on stability: version B comes out on top.



Version A
Entry from the OMol25 dataset: a cluster of 2 separate species, C3H9N2O in total (ωB97M-V/def2-TZVPD).

## Properties
Molecular weight, g/mol: 89.1
HOMO, Eh: -0.518
Total charge: +1
E_LUMO, eV: -4.8

CARTESIAN COORDINATES (ANGSTROEM)
C: -1.61012 0.72458 1.66075
C: 0.70212 -1.01595 -0.78053
C: -0.30199 -0.01230 -1.16537
N: -0.64660 1.15634 0.99314
N: 1.88841 -0.38397 -0.27445
O: -1.52778 -0.34470 -1.30860
H: -1.89284 1.06190 2.65648
H: -2.22773 -0.06000 1.23161
H: 0.24796 -1.80071 -0.15080
H: 0.96364 -1.51447 -1.73229
H: 0.06929 0.97543 -1.43028
H: -0.06235 1.89028 1.37808
H: 1.75663 -0.01302 0.65648
H: 2.69002 -0.99897 -0.27497
H: -2.11772 0.34830 -1.65841



Version B
Entry from the OMol25 dataset: a cluster of 3 separate species, C3H9N2O in total (ωB97M-V/def2-TZVPD).

## Properties
Molecular weight, g/mol: 89.1
HOMO, Eh: -0.532
Total charge: +1
E_LUMO, eV: -3.5

CARTESIAN COORDINATES (ANGSTROEM)
C: -3.47786 0.24646 0.15574
C: -2.49213 -0.64653 0.26722
C: -1.18098 -0.17141 0.32276
N: -0.21484 0.42797 0.36496
N: 2.28055 0.89753 0.65004
O: 2.23216 -1.07085 -1.10077
H: -4.54760 -0.01303 -0.14431
H: -3.17659 1.29888 0.06492
H: -2.65612 -1.71020 0.17805
H: 2.51703 -0.02579 0.18048
H: 1.22603 0.75630 0.28448
H: 2.69325 1.74599 0.20068
H: 2.43462 0.89841 1.70649
H: 1.43761 -1.08255 -1.67622
H: 2.92486 -1.55120 -1.45451



Version C
Entry from the OMol25 dataset: a cluster of 2 separate species, C3H9N2O in total (ωB97M-V/def2-TZVPD).

## Properties
Molecular weight, g/mol: 89.1
HOMO (spin up / spin down), Eh: -0.434 / -0.443
Total charge: +1
E_LUMO (spin up / spin down), eV: -4.0 / -4.1

CARTESIAN COORDINATES (ANGSTROEM)
C: -1.42212 -0.22016 0.25760
C: 1.91117 1.11910 0.33361
C: 0.75133 -0.82193 -0.54897
N: -2.56163 0.44019 0.17063
N: -0.50711 -0.23266 -0.68488
O: 0.80963 -1.74529 0.43447
H: -1.21193 -0.79011 1.15452
H: 1.57884 1.04642 1.34895
H: 2.92800 0.85014 0.12428
H: 1.48064 1.88361 -0.28231
H: 1.30189 -0.97486 -1.46456
H: -3.22171 0.41951 0.93190
H: -2.81289 0.97249 -0.65045
H: -0.65287 0.30678 -1.53291
H: 1.62877 -2.25323 0.40812



Verdict on stability: version B comes out on top.